# 1
Here is a molecular structure, C34H49AsIIrN5O4Si3 at a distorted geometry from the OMol25 dataset. Energies are from the ωB97M-V functional and the def2-TZVPD basis.

The energy relative to the best compared isomer or geometry (same formula, charge and spin) comes out at 20.9 kcal per mole. The calculation puts the largest force on an atom at 1.10 eV/A.

```
! RIJCOSX wB97M-V def2-TZVPD def2/J DEFGRID3
* xyz 1 1
Ir -0.86927 0.44221 0.99996
C -3.10894 2.36473 1.59788
N -2.37092 1.23201 2.18371
C -3.11639 0.24434 2.97657
C -2.31460 -1.01883 2.99163
N -1.22924 -1.18109 2.26347
C -0.89726 -2.53736 2.35222
C 0.04305 -3.30869 1.67612
C 0.10615 -4.65071 1.99051
C -0.74594 -5.23231 2.93984
C -1.71550 -4.49024 3.58292
C -1.77573 -3.14208 3.25391
N -2.66398 -2.14665 3.63590
C -2.71195 2.48845 0.17522
N -1.65093 1.87244 -0.30478
C -1.75712 1.97796 -1.69357
C -1.05585 1.34792 -2.70856
C -1.44009 1.61138 -4.00795
C -2.49704 2.48189 -4.30337
C -3.23127 3.08454 -3.30164
C -2.84951 2.79023 -2.00030
N -3.43137 3.10226 -0.78048
H -2.81749 3.26895 2.14428
H -4.18849 2.25301 1.70691
H -1.75029 1.73583 2.88986
H -4.11052 0.06592 2.56260
H -3.23882 0.61478 4.00010
H 0.65922 -2.88160 0.89947
H 0.82642 -5.27503 1.47857
H -0.66021 -6.28985 3.14993
H -2.40263 -4.94017 4.28680
H -3.44612 -2.24419 4.26044
H -0.26966 0.65355 -2.46041
H -0.92339 1.12586 -4.82462
H -2.76277 2.66111 -5.33638
H -4.07813 3.72125 -3.51953
H -4.28122 3.61851 -0.63088
C 3.87618 0.35136 -2.69297
Si 2.34539 -0.59449 -2.15233
C 1.36275 -0.68235 -3.74495
C 2.66044 -2.37606 -1.64501
As 1.49993 0.52952 -0.15474
Si 3.33845 -0.18141 1.27282
C 4.96988 -0.48626 0.39033
C 2.80347 -1.71571 2.18060
C 3.73365 1.17745 2.49571
Si 2.02294 2.84221 -0.42679
C 1.24781 3.46543 -2.01557
C 1.32229 3.77100 1.03924
C 3.87840 3.11178 -0.51444
H 4.37110 -0.26553 -3.45036
H 4.60731 0.59502 -1.92901
H 3.57281 1.27896 -3.18599
H 2.10865 -1.03561 -4.46514
H 0.99219 0.27244 -4.10734
H 0.54948 -1.40959 -3.71659
H 2.64229 -2.98271 -2.55481
H 1.86000 -2.73026 -0.99689
H 3.61817 -2.54407 -1.15504
H 4.98641 -1.26763 -0.36510
H 5.64948 -0.78989 1.19490
H 5.38337 0.42436 -0.04169
H 3.00434 -2.62678 1.61463
H 1.74128 -1.66019 2.40265
H 3.33461 -1.77655 3.13424
H 3.92268 2.14134 2.02331
H 4.63950 0.88591 3.03587
H 2.92798 1.29123 3.21084
H 0.16461 3.54113 -1.94432
H 1.48308 2.82590 -2.86910
H 1.63928 4.46457 -2.22911
H 0.28549 3.50366 1.24797
H 1.36633 4.84259 0.82180
H 1.89881 3.58761 1.94752
H 4.24342 3.06995 -1.54110
H 4.44771 2.39229 0.07166
H 4.10584 4.10544 -0.11823
C 1.06226 1.51537 4.87868
C 0.14112 1.72781 3.70690
O -0.85320 2.47386 3.85847
O 0.40407 1.10801 2.62132
H 0.52920 1.75499 5.79525
H 1.91569 2.19100 4.80912
H 1.43825 0.49474 4.90409
I -5.80130 -4.27925 -4.84223
C -4.40799 -3.37757 -3.58557
C -4.76813 -2.24903 -2.86018
C -3.84187 -1.65013 -2.02216
C -2.55694 -2.16882 -1.91211
C -2.20532 -3.29587 -2.64877
C -3.12764 -3.90583 -3.48338
C -1.51517 -1.54544 -1.04408
O -2.01899 -0.61564 -0.24498
O -0.33994 -1.86240 -1.10137
H -5.76640 -1.84306 -2.95284
H -4.11446 -0.76893 -1.45770
H -1.20018 -3.68604 -2.56098
H -2.85306 -4.78414 -4.05133
*
```

How positive or negative is each atom? The Löwdin charges in e answer that: atom 1 (Ir): 1.242, atom 2 (C): -0.062, atom 3 (N): -0.177, atom 4 (C): -0.066, atom 5 (C): -0.270, atom 6 (N): 0.028, atom 7 (C): -0.177, atom 8 (C): -0.025, atom 9 (C): -0.053, atom 10 (C): -0.067, atom 11 (C): -0.005, atom 12 (C): -0.168, atom 13 (N): 0.191, atom 14 (C): -0.274, atom 15 (N): 0.007, atom 16 (C): -0.223, atom 17 (C): -0.046, atom 18 (C): -0.052, atom 19 (C): -0.059, atom 20 (C): 0.001, atom 21 (C): -0.170, atom 22 (N): 0.196, atom 23 (H): 0.147, atom 24 (H): 0.140, atom 25 (H): 0.035, atom 26 (H): 0.141, atom 27 (H): 0.147, atom 28 (H): 0.080, atom 29 (H): 0.113, atom 30 (H): 0.111, atom 31 (H): 0.116, atom 32 (H): 0.177, atom 33 (H): 0.046, atom 34 (H): 0.106, atom 35 (H): 0.112, atom 36 (H): 0.118, atom 37 (H): 0.177, atom 38 (C): -0.208, atom 39 (Si): 0.358, atom 40 (C): -0.198, atom 41 (C): -0.198, atom 42 (As): 0.855, atom 43 (Si): 0.349, atom 44 (C): -0.204, atom 45 (C): -0.199, atom 46 (C): -0.192, atom 47 (Si): 0.322, atom 48 (C): -0.198, atom 49 (C): -0.202, atom 50 (C): -0.202, atom 51 (H): 0.047, atom 52 (H): -0.004, atom 53 (H): 0.030, atom 54 (H): 0.047, atom 55 (H): 0.007, atom 56 (H): 0.039, atom 57 (H): 0.043, atom 58 (H): 0.002, atom 59 (H): 0.014, atom 60 (H): 0.014, atom 61 (H): 0.047, atom 62 (H): 0.017, atom 63 (H): 0.037, atom 64 (H): -0.003, atom 65 (H): 0.047, atom 66 (H): 0.014, atom 67 (H): 0.050, atom 68 (H): -0.011, atom 69 (H): 0.014, atom 70 (H): 0.026, atom 71 (H): 0.045, atom 72 (H): 0.006, atom 73 (H): 0.044, atom 74 (H): 0.029, atom 75 (H): 0.031, atom 76 (H): -0.010, atom 77 (H): 0.047, atom 78 (C): 0.013, atom 79 (C): -0.639, atom 80 (O): -0.001, atom 81 (O): -0.240, atom 82 (H): 0.089, atom 83 (H): 0.087, atom 84 (H): 0.088, atom 85 (I): 0.892, atom 86 (C): -0.738, atom 87 (C): -0.144, atom 88 (C): -0.019, atom 89 (C): -0.132, atom 90 (C): -0.009, atom 91 (C): -0.137, atom 92 (C): -0.553, atom 93 (O): -0.222, atom 94 (O): -0.040, atom 95 (H): 0.093, atom 96 (H): 0.111, atom 97 (H): 0.121, atom 98 (H): 0.096



# 2
Here is 2 unconnected molecules or ions with the total composition C4H9O3 at a distorted geometry from the OMol25 dataset. Energies are from the ωB97M-V functional and the def2-TZVPD basis.

The energy relative to the best compared isomer or geometry (same formula, charge and spin) comes out at 20.0 kcal per mole. The calculation puts the largest force on an atom at 1.81 eV/A.

```
! RIJCOSX wB97M-V def2-TZVPD def2/J DEFGRID3
* xyz -1 1
C -1.68032 -1.15786 1.04426
C -2.05478 0.18405 0.39433
O -0.31026 -1.59424 1.18622
H -1.96825 -1.21892 2.10527
H -2.15978 -1.94482 0.45226
H -2.70234 -0.07945 -0.43994
H 0.14460 -1.21219 0.40760
H -1.12995 0.64831 0.02298
H -2.45876 0.92352 1.07959
C 2.24945 1.16419 -0.42301
C 1.71009 0.33993 -1.59967
O 1.84196 0.74632 -2.77110
O 1.15848 -0.74595 -1.26574
H 2.61074 2.16734 -0.61962
H 3.16459 0.72953 -0.02018
H 1.58454 1.05025 0.44674
*
```

How positive or negative is each atom? The Löwdin charges in e answer that: atom 1 (C): -0.318, atom 2 (C): -0.080, atom 3 (O): -0.121, atom 4 (H): 0.097, atom 5 (H): 0.093, atom 6 (H): 0.065, atom 7 (H): 0.028, atom 8 (H): 0.069, atom 9 (H): 0.056, atom 10 (C): -0.057, atom 11 (C): -0.786, atom 12 (O): -0.089, atom 13 (O): -0.114, atom 14 (H): 0.048, atom 15 (H): 0.053, atom 16 (H): 0.056



# 3
Here is a molecular structure, C26H22N4O4PdS3 from the OMol25 dataset. Energies are from the ωB97M-V functional and the def2-TZVPD basis.

The energy relative to the best compared isomer or geometry (same formula, charge and spin) comes out at 0.0 kcal per mole. The calculation puts the largest force on an atom at 0.41 eV/A.

```
! RIJCOSX wB97M-V def2-TZVPD def2/J DEFGRID3
* xyz 0 1
Pd -0.04394 2.25393 -0.42655
S 1.35090 0.54190 -0.96703
C 0.55561 -0.68455 -0.10887
N 1.18157 -1.70605 0.41679
C 0.44969 -2.73288 1.15299
C -0.88723 -3.00353 0.51675
N -1.59207 -1.75553 0.23099
C -3.05611 -1.87227 0.15559
C -3.45790 -2.71260 -1.03186
C -3.13004 -2.31020 -2.32461
C -3.48383 -3.09352 -3.41083
C -4.17330 -4.28437 -3.21659
C -4.50501 -4.68804 -1.93319
C -4.14356 -3.90511 -0.84410
C -0.94711 -0.65645 -0.07121
S -1.73181 0.75779 -0.55579
C 2.63814 -1.75680 0.58075
C 3.24069 -2.85878 -0.25237
C 3.93348 -3.90086 0.34879
C 4.48242 -4.91736 -0.42294
C 4.33329 -4.89784 -1.80027
C 3.63786 -3.85890 -2.40715
C 3.09572 -2.84324 -1.63754
H 0.33202 -2.39911 2.18631
H 1.05050 -3.64166 1.12711
H -1.50134 -3.56171 1.22133
H -0.79277 -3.58104 -0.40690
H -3.47704 -0.87128 0.11174
H -3.38061 -2.32011 1.09298
H -2.60302 -1.37501 -2.48003
H -3.22889 -2.77166 -4.41212
H -4.45255 -4.89346 -4.06620
H -5.04313 -5.61359 -1.77617
H -4.40093 -4.22130 0.16022
H 2.82454 -1.92447 1.64354
H 3.04052 -0.78212 0.31728
H 4.04878 -3.91675 1.42656
H 5.02283 -5.72401 0.05452
H 4.75864 -5.68937 -2.40302
H 3.52366 -3.83871 -3.48305
H 2.55979 -2.02900 -2.11330
S -1.96318 -1.18738 3.46317
C -0.74154 -0.30176 2.80713
N 0.11798 0.33457 2.33016
O -0.96655 3.98526 0.25394
C 0.16877 4.54834 0.32205
O 1.19188 3.90865 -0.06930
C 0.29439 5.93049 0.84906
C 1.54611 6.53307 0.89909
C 1.66986 7.82346 1.38352
C 0.52618 8.47571 1.80749
C -0.72885 7.89578 1.77101
C -0.84043 6.60492 1.28433
N 0.65142 9.85660 2.32384
O 1.76034 10.34940 2.34416
O -0.36385 10.41507 2.68415
H 2.41138 5.98242 0.55803
H 2.62414 8.32456 1.43782
H -1.58653 8.45096 2.11870
H -1.80002 6.10954 1.23910
*
```

How positive or negative is each atom? The Löwdin charges in e answer that: atom 1 (Pd): 0.569, atom 2 (S): 0.737, atom 3 (C): -0.659, atom 4 (N): -0.078, atom 5 (C): -0.096, atom 6 (C): -0.090, atom 7 (N): -0.088, atom 8 (C): -0.130, atom 9 (C): -0.213, atom 10 (C): -0.034, atom 11 (C): -0.073, atom 12 (C): -0.085, atom 13 (C): -0.076, atom 14 (C): -0.038, atom 15 (C): -0.662, atom 16 (S): 0.759, atom 17 (C): -0.103, atom 18 (C): -0.216, atom 19 (C): -0.043, atom 20 (C): -0.076, atom 21 (C): -0.083, atom 22 (C): -0.072, atom 23 (C): -0.033, atom 24 (H): 0.101, atom 25 (H): 0.138, atom 26 (H): 0.133, atom 27 (H): 0.145, atom 28 (H): 0.090, atom 29 (H): 0.099, atom 30 (H): 0.098, atom 31 (H): 0.106, atom 32 (H): 0.104, atom 33 (H): 0.105, atom 34 (H): 0.116, atom 35 (H): 0.141, atom 36 (H): 0.092, atom 37 (H): 0.115, atom 38 (H): 0.105, atom 39 (H): 0.104, atom 40 (H): 0.106, atom 41 (H): 0.100, atom 42 (S): 0.486, atom 43 (C): -0.993, atom 44 (N): 0.047, atom 45 (O): -0.095, atom 46 (C): -0.577, atom 47 (O): -0.092, atom 48 (C): -0.123, atom 49 (C): 0.014, atom 50 (C): 0.018, atom 51 (C): -0.134, atom 52 (C): 0.019, atom 53 (C): 0.015, atom 54 (N): -0.351, atom 55 (O): 0.080, atom 56 (O): 0.081, atom 57 (H): 0.124, atom 58 (H): 0.121, atom 59 (H): 0.122, atom 60 (H): 0.125



E values (in Eh) by entry order: -5406.08178; -383.57459; -2846.36953.